1.
{
  "formula": "C16H59N25O13",
  "method": "ωB97M-V with the def2-TZVPD basis set",
  "e_above_lowest_kj_mol": 520.0,
  "charge": 0,
  "energy_ev": -81426.474,
  "symbols": ["C", "O", "N", "N", "H", "H", "H", "H", "C", "O", "N", "N", "H", "H", "H", "H", "C", "O", "N", "N", "H", "H", "H", "H", "C", "O", "N", "N", "H", "H", "H", "H", "C", "O", "N", "N", "H", "H", "H", "H", "C", "O", "N", "N", "H", "H", "H", "H", "C", "O", "N", "N", "H", "H", "H", "H", "C", "O", "N", "N", "H", "H", "H", "H", "C", "O", "N", "N", "H", "H", "H", "H", "C", "O", "N", "N", "H", "H", "H", "H", "C", "O", "N", "N", "H", "H", "H", "H", "C", "O", "N", "N", "H", "H", "H", "H", "C", "C", "C", "O", "C", "N", "H", "H", "H", "H", "H", "H", "H", "H", "H", "H", "H"],
  "coordinates": [[11.02, 0.62, -26.52], [10.43, 1.33, -25.73], [11.97, -0.22, -26.19], [10.71, 0.65, -27.75], [12.33, -0.86, -26.89], [12.36, -0.27, -25.26], [11.16, -0.01, -28.36], [9.89, 1.16, -28.05], [9.00, 7.64, -22.58], [8.24, 8.39, -21.97], [9.71, 8.01, -23.61], [9.16, 6.43, -22.25], [9.81, 8.97, -23.89], [10.45, 7.43, -23.98], [9.69, 5.80, -22.83], [8.68, 6.13, -21.42], [7.42, 3.13, -23.99], [6.40, 3.31, -24.61], [7.74, 3.44, -22.74], [8.56, 2.96, -24.59], [8.61, 3.32, -22.25], [6.94, 3.56, -22.13], [8.53, 2.61, -25.54], [9.40, 2.91, -24.03], [7.15, 6.15, -26.71], [6.05, 5.63, -26.77], [8.16, 5.84, -25.88], [7.56, 7.00, -27.57], [8.98, 6.43, -25.91], [8.06, 5.17, -25.13], [6.99, 7.25, -28.37], [8.41, 7.52, -27.40], [12.75, 1.31, -22.71], [13.53, 0.45, -23.13], [11.46, 1.45, -23.03], [13.06, 2.12, -21.72], [10.95, 2.07, -22.42], [11.11, 0.87, -23.78], [14.03, 2.06, -21.44], [12.54, 2.93, -21.42], [7.34, 4.86, -19.35], [7.28, 5.50, -20.42], [6.63, 3.80, -19.17], [7.93, 5.37, -18.26], [6.47, 3.29, -18.31], [6.05, 3.55, -19.95], [8.00, 4.85, -17.39], [8.34, 6.29, -18.39], [7.16, 2.15, -28.00], [7.30, 1.38, -28.93], [6.14, 2.13, -27.22], [8.04, 3.09, -27.70], [5.45, 1.43, -27.44], [6.18, 2.79, -26.45], [7.68, 3.81, -27.10], [8.92, 3.22, -28.19], [3.92, 2.55, -21.48], [4.87, 3.31, -21.27], [4.02, 1.23, -21.58], [2.69, 2.95, -21.65], [4.86, 0.79, -21.25], [3.18, 0.74, -21.86], [2.47, 3.84, -21.23], [1.89, 2.32, -21.61], [5.33, 7.13, -23.04], [5.53, 8.25, -22.47], [6.07, 6.07, -22.80], [4.31, 6.86, -23.83], [6.82, 6.06, -22.12], [5.81, 5.17, -23.19], [3.75, 7.66, -24.11], [4.19, 5.96, -24.27], [11.00, 4.21, -20.37], [10.48, 3.50, -21.22], [11.22, 3.95, -19.14], [11.33, 5.42, -20.62], [10.84, 3.11, -18.74], [11.52, 4.73, -18.56], [11.55, 5.95, -19.79], [11.20, 5.89, -21.50], [12.23, 5.08, -24.62], [11.31, 5.55, -24.06], [12.35, 3.77, -24.90], [13.33, 5.60, -24.92], [13.29, 3.59, -25.21], [11.79, 2.98, -24.58], [13.30, 6.61, -24.89], [14.17, 5.14, -24.60], [2.82, 4.20, -26.52], [1.66, 4.07, -26.74], [3.44, 4.33, -25.39], [3.72, 4.25, -27.44], [2.94, 4.20, -24.52], [4.44, 4.27, -25.50], [4.70, 4.37, -27.23], [3.49, 4.05, -28.40], [6.18, -0.26, -24.07], [6.78, -1.06, -22.93], [7.88, -0.24, -22.23], [8.41, -0.88, -21.05], [9.11, -2.17, -21.21], [5.78, -1.41, -21.97], [7.03, -0.12, -24.74], [5.86, 0.73, -23.74], [5.38, -0.81, -24.56], [7.32, -1.87, -23.43], [7.44, 0.72, -21.94], [8.75, 0.13, -22.79], [8.25, -2.84, -21.26], [9.60, -2.52, -20.29], [9.92, -2.13, -21.94], [5.93, -2.34, -21.62], [5.70, -0.83, -21.14]],
  "lowdin_charge": [-0.767, -0.004, 0.194, 0.205, 0.113, 0.091, 0.123, 0.102, -0.808, 0.038, 0.166, 0.162, 0.114, 0.056, 0.067, 0.070, -0.750, 0.022, 0.203, 0.180, 0.078, 0.065, 0.075, 0.086, -0.729, 0.024, 0.194, 0.178, 0.093, 0.079, 0.132, 0.115, -0.737, 0.002, 0.160, 0.174, 0.063, 0.075, 0.118, 0.071, -0.679, -0.010, 0.191, 0.165, 0.120, 0.054, 0.102, 0.117, -0.799, 0.021, 0.200, 0.173, 0.138, 0.055, 0.059, 0.120, -0.689, 0.003, 0.189, 0.175, 0.085, 0.119, 0.130, 0.117, -0.687, -0.044, 0.185, 0.163, 0.043, 0.067, 0.113, 0.051, -0.793, -0.001, 0.195, 0.203, 0.137, 0.120, 0.120, 0.101, -0.790, 0.065, 0.197, 0.168, 0.107, 0.061, 0.131, 0.133, -0.820, 0.049, 0.164, 0.160, 0.117, 0.062, 0.044, 0.125, -0.060, -0.451, -0.191, -0.223, -0.055, 0.052, 0.078, 0.056, 0.085, 0.138, 0.103, 0.108, 0.073, 0.076, 0.089, 0.072, 0.059]
}

***

2.
{
  "formula": "C6H10O",
  "method": "ωB97M-V with the def2-TZVPD basis set",
  "e_above_lowest_kj_mol": 63.1,
  "charge": 0,
  "energy_ev": -8430.587,
  "smiles": "C/C=C/CCC=O",
  "symbols": ["C", "C", "C", "C", "C", "C", "O", "H", "H", "H", "H", "H", "H", "H", "H", "H", "H"],
  "coordinates": [[-2.64, -0.36, -1.07], [-1.62, 0.39, -0.25], [-0.34, 0.52, -0.58], [0.71, 0.96, 0.41], [1.37, -0.29, 1.03], [2.72, -0.63, 0.45], [3.00, -0.51, -0.72], [-2.89, -1.30, -0.56], [-2.23, -0.60, -2.05], [-3.57, 0.21, -1.19], [-1.97, 0.75, 0.72], [0.03, 0.14, -1.53], [1.47, 1.59, -0.06], [0.24, 1.54, 1.21], [0.73, -1.16, 0.81], [1.43, -0.24, 2.12], [3.46, -1.03, 1.17]],
  "nbo_charge": [-0.639, -0.184, -0.187, -0.430, -0.515, 0.447, -0.525, 0.215, 0.213, 0.214, 0.186, 0.203, 0.222, 0.212, 0.246, 0.218, 0.105]
}

***

3.
{
  "formula": "C30H43CsGeN7O5",
  "method": "ωB97M-V with the def2-TZVPD basis set",
  "e_above_lowest_kj_mol": 8.7,
  "charge": 0,
  "energy_ev": -109540.881,
  "multiplicity": 2,
  "symbols": ["Cs", "C", "C", "C", "C", "O", "Ge", "O", "C", "C", "C", "C", "O", "C", "C", "C", "C", "H", "H", "H", "H", "H", "H", "H", "H", "H", "H", "H", "H", "H", "H", "H", "H", "H", "H", "H", "H", "H", "H", "H", "H", "H", "H", "H", "C", "O", "C", "C", "C", "C", "C", "C", "N", "N", "C", "C", "C", "C", "O", "C", "N", "C", "C", "C", "C", "H", "H", "H", "H", "H", "H", "H", "H", "H", "H", "H", "H", "N", "C", "N", "N", "C", "N", "H", "H", "H", "H"],
  "coordinates": [[0.05, 0.06, -0.33], [2.34, 0.51, -4.22], [2.88, -0.31, -3.06], [4.39, -0.47, -3.22], [2.22, -1.70, -3.07], [2.53, 0.37, -1.86], [3.53, 0.13, -0.24], [2.39, 1.32, 0.70], [2.62, 2.70, 0.89], [1.90, 3.10, 2.18], [2.04, 3.48, -0.30], [4.11, 3.03, 1.02], [2.45, -1.35, 0.26], [2.62, -2.12, 1.44], [1.81, -1.49, 2.58], [4.09, -2.22, 1.85], [2.07, -3.51, 1.13], [2.58, 0.05, -5.18], [2.78, 1.51, -4.20], [1.25, 0.60, -4.15], [4.62, -0.88, -4.20], [4.81, -1.13, -2.46], [4.88, 0.50, -3.12], [2.50, -2.25, -3.97], [1.13, -1.59, -3.07], [2.51, -2.26, -2.19], [0.84, 2.85, 2.10], [1.99, 4.17, 2.37], [2.32, 2.56, 3.02], [0.95, 3.34, -0.34], [2.48, 3.09, -1.22], [2.24, 4.55, -0.21], [4.56, 2.42, 1.81], [4.25, 4.08, 1.27], [4.65, 2.82, 0.10], [2.11, -0.45, 2.73], [1.96, -2.04, 3.51], [0.74, -1.51, 2.36], [4.48, -1.25, 2.15], [4.69, -2.60, 1.02], [4.19, -2.91, 2.70], [1.03, -3.44, 0.81], [2.12, -4.16, 2.01], [2.65, -3.96, 0.32], [-3.22, -7.39, 7.79], [-3.20, -5.98, 7.64], [-3.96, -5.43, 6.67], [-4.79, -6.15, 5.81], [-5.52, -5.49, 4.85], [-5.43, -4.09, 4.70], [-4.59, -3.38, 5.58], [-3.87, -4.04, 6.55], [-6.12, -3.54, 3.67], [-6.06, -2.22, 3.55], [-5.32, -1.62, 2.69], [-5.39, -0.16, 2.73], [-4.47, 0.62, 2.17], [-3.31, 0.04, 1.48], [-2.35, 0.71, 1.16], [-3.35, -1.44, 1.20], [-2.40, -1.91, 0.40], [-2.44, -3.19, 0.07], [-3.42, -4.06, 0.52], [-4.38, -3.59, 1.39], [-4.36, -2.24, 1.76], [-2.54, -7.62, 8.60], [-2.89, -7.89, 6.87], [-4.23, -7.74, 8.04], [-4.88, -7.23, 5.90], [-6.17, -6.03, 4.18], [-4.51, -2.30, 5.50], [-3.22, -3.50, 7.23], [-6.21, 0.26, 3.31], [-4.49, 1.70, 2.25], [-1.64, -3.54, -0.58], [-3.42, -5.10, 0.21], [-5.15, -4.24, 1.77], [0.45, 3.18, -3.16], [-0.24, 3.14, -4.32], [-0.02, 4.14, -5.21], [-1.15, 2.25, -4.62], [-1.46, 1.35, -3.71], [-1.77, 0.53, -2.95], [1.18, 3.86, -3.02], [0.53, 2.35, -2.60], [0.87, 4.61, -5.21], [-0.48, 4.03, -6.09]],
  "mulliken_spin": [0.000, 0.000, 0.000, 0.000, 0.000, 0.000, 0.000, 0.000, 0.000, 0.000, 0.000, 0.000, 0.000, 0.000, 0.000, 0.000, 0.000, 0.000, 0.000, 0.000, 0.000, 0.000, 0.000, 0.000, 0.000, 0.000, 0.000, 0.000, 0.000, 0.000, 0.000, 0.000, 0.000, 0.000, 0.000, 0.000, 0.000, 0.000, 0.000, 0.000, 0.000, 0.000, 0.000, 0.000, 0.003, 0.039, 0.178, -0.070, 0.178, -0.060, 0.131, -0.083, 0.524, 0.142, -0.016, 0.027, -0.009, 0.000, -0.004, 0.000, -0.002, -0.001, 0.000, -0.015, 0.031, 0.000, 0.000, 0.000, -0.004, 0.006, 0.014, -0.005, 0.001, 0.000, 0.000, 0.000, -0.006, 0.000, 0.000, 0.000, 0.000, 0.000, 0.000, 0.000, 0.000, 0.000, 0.000]
}

***

4.
{
  "formula": "C2H2CoO2",
  "method": "ωB97M-V with the def2-TZVPD basis set",
  "e_above_lowest_kj_mol": 253.6,
  "charge": 1,
  "energy_ev": -43815.696,
  "multiplicity": 5,
  "symbols": ["H", "O", "C", "C", "O", "H", "Co"],
  "coordinates": [[-1.30, 0.03, -0.95], [1.03, -0.99, 0.31], [-0.28, -0.65, 0.21], [-0.64, 0.66, -0.11], [0.34, 1.52, -0.43], [-1.00, -1.22, 0.81], [1.86, 0.64, 0.17]],
  "mulliken_spin": [-0.019, 0.261, 0.204, 0.513, 0.278, 0.002, 2.761]
}

***

5.
{
  "formula": "C4H14NO3",
  "method": "ωB97M-V with the def2-TZVPD basis set",
  "e_above_lowest_kj_mol": 259.4,
  "charge": 0,
  "energy_ev": -12003.816,
  "multiplicity": 2,
  "symbols": ["C", "C", "C", "C", "O", "N", "H", "H", "H", "H", "H", "H", "H", "H", "H", "H", "H", "H", "O", "H", "H", "O"],
  "coordinates": [[-1.65, 1.12, -0.14], [-0.28, 1.44, -0.79], [0.87, 1.14, 0.17], [2.18, 0.78, -0.48], [3.00, 0.05, 0.01], [-1.72, -0.36, 0.25], [-1.57, 1.64, 0.83], [-2.42, 1.40, -0.85], [-0.16, 0.82, -1.68], [-0.39, 2.52, -0.96], [1.00, 2.05, 0.78], [0.69, 0.35, 0.89], [2.33, 1.20, -1.49], [-0.94, -0.51, 0.92], [-1.64, -0.85, -0.64], [-2.60, -0.52, 0.73], [-0.38, -3.17, -1.71], [-0.69, -2.31, -2.90], [-0.60, -2.25, -1.94], [-0.47, -1.66, 3.21], [-0.95, -0.27, 3.31], [-0.69, -0.91, 2.63]],
  "mulliken_spin": [1.198, -0.090, 0.348, 0.057, -0.006, 0.634, -0.281, -0.280, -0.141, -0.002, 0.045, -0.091, -0.001, -0.058, -0.057, -0.463, -0.073, -0.013, 0.181, 0.041, -0.042, 0.094]
}

***

6.
{
  "formula": "C4H8N2O",
  "method": "ωB97M-V with the def2-TZVPD basis set",
  "e_above_lowest_kj_mol": 526.3,
  "charge": 0,
  "energy_ev": -9300.938,
  "smiles": "[H]/N=C(\\C)O.C=C=N",
  "symbols": ["H", "N", "C", "C", "O", "H", "H", "H", "H", "C", "C", "N", "H", "H", "H"],
  "coordinates": [[-0.84, 1.69, 1.48], [-0.80, 0.80, 1.00], [-0.94, 0.05, -0.02], [-2.23, 0.20, -0.80], [-0.64, -1.33, 0.02], [-3.02, 0.77, -0.32], [-2.72, -0.76, -1.01], [-2.14, 0.70, -1.76], [-0.03, -1.49, 0.76], [2.36, -0.06, -0.88], [1.83, -0.03, 0.34], [1.80, -0.58, 1.44], [2.38, 0.84, -1.48], [3.22, -0.67, -1.11], [1.77, -0.12, 2.34]],
  "nbo_charge": [0.423, -0.788, 0.584, -0.695, -0.699, 0.223, 0.233, 0.222, 0.500, -0.711, 0.484, -0.672, 0.234, 0.250, 0.411]
}